No. 1
The following is a quantum chemistry calculation of a molecular structure, C12H33ClIN2OP2Pd, from the OMol25 dataset.

Properties
- total charge = +3
- molar mass (u) = 552.13
- spin multiplicity = 5
- HOMO (alpha / beta) (eV) = -18.599 / -18.797
- Kohn-Sham gap (alpha / beta) (eV) = 8.901 / 5.169
- energy (Eh) = -2229.1038

Cartesian coordinates (Å):
1 C 1.667 1.930 0.806
2 I 0.326 -1.001 -2.464
3 H 2.539 2.526 0.499
4 H 1.861 1.184 1.589
5 H 0.738 2.496 0.938
6 Pd 1.360 0.816 -0.875
7 P 2.853 -0.841 -0.121
8 C 2.151 -2.008 1.086
9 C 3.615 -1.881 -1.405
10 H 4.494 -2.377 -0.972
11 H 5.018 -0.949 0.935
12 H 3.923 -1.245 -2.242
13 H 4.733 0.639 0.128
14 H 1.229 -2.454 0.695
15 H 2.893 -2.621 -1.761
16 C 4.290 -0.143 0.761
17 H 2.883 -2.805 1.287
18 H 3.974 0.292 1.719
19 H 1.923 -1.492 2.029
20 P -0.211 2.422 -1.661
21 C -1.905 2.459 -1.001
22 C 0.308 4.146 -1.358
23 H 0.558 2.195 -3.916
24 H -0.923 3.211 -3.828
25 H -1.033 1.419 -3.687
26 C -0.430 2.302 -3.462
27 H 1.355 4.252 -1.681
28 H -0.356 4.805 -1.942
29 H -2.464 3.305 -1.430
30 H -1.866 2.564 0.089
31 H 0.215 4.371 -0.285
32 H -2.412 1.516 -1.236
33 Cl 3.159 2.016 -2.187
34 C -0.656 -0.595 2.990
35 N -1.648 -1.347 2.235
36 C -1.881 -2.736 2.636
37 C -1.902 -0.888 0.959
38 O -1.329 0.127 0.503
39 N -2.831 -1.638 0.210
40 C -4.121 -1.982 0.790
41 C -2.913 -1.377 -1.195
42 H -1.115 -0.007 3.807
43 H -0.149 0.113 2.316
44 H 0.076 -1.266 3.458
45 H -2.625 -2.801 3.449
46 H -2.237 -3.283 1.765
47 H -0.954 -3.185 3.005
48 H -4.935 -1.382 0.344
49 H -4.352 -3.038 0.573
50 H -4.106 -1.807 1.868
51 H -3.669 -0.617 -1.454
52 H -1.938 -1.043 -1.591
53 H -3.180 -2.300 -1.711

Partial atomic charges computed with the Mulliken method, in multiples of e:
1. C -1.403
2. I 0.202
3. H 0.343
4. H 0.433
5. H 0.542
6. Pd 0.165
7. P 0.829
8. C -1.051
9. C -1.212
10. H 0.458
11. H 0.471
12. H 0.378
13. H 0.393
14. H 0.264
15. H 0.416
16. C -1.230
17. H 0.513
18. H 0.373
19. H 0.206
20. P 0.740
21. C -0.952
22. C -1.148
23. H 0.374
24. H 0.455
25. H 0.372
26. C -1.112
27. H 0.394
28. H 0.475
29. H 0.546
30. H 0.308
31. H 0.388
32. H 0.038
33. Cl 0.024
34. C -0.729
35. N 0.206
36. C -1.021
37. C 0.357
38. O -0.221
39. N 0.302
40. C -0.915
41. C -0.289
42. H 0.341
43. H -0.009
44. H 0.429
45. H 0.360
46. H 0.427
47. H 0.403
48. H 0.383
49. H 0.391
50. H 0.360
51. H 0.382
52. H -0.586
53. H 0.440

=====

No. 2
The following is a quantum chemistry calculation of a molecular structure, C12H33CsN4O3PSSe4, from the OMol25 dataset.

Properties
- ΔE to the lowest compared entry with this formula, charge and spin (kcal/mol) = 2.4
- total charge = -1
- molar mass (u) = 793.21
- spin multiplicity = 1
- HOMO (eV) = -3.199
- Kohn-Sham gap (eV) = 4.989
- energy (Eh) = -11287.3412

Cartesian coordinates (Å):
1 Cs -0.456 0.018 0.896
2 Se 0.511 -0.980 3.904
3 Se 1.619 1.035 3.426
4 Se 3.416 0.634 1.918
5 Se 2.671 0.782 -0.304
6 N -0.090 -0.223 -2.377
7 C 0.030 0.705 -3.502
8 C 0.307 2.119 -2.992
9 C -0.925 2.767 -2.350
10 C -0.571 3.836 -1.320
11 N -0.061 3.221 -0.100
12 H 0.821 -0.385 -1.952
13 H -0.480 -1.119 -2.646
14 H -0.913 0.691 -4.058
15 H 0.821 0.417 -4.206
16 H 0.671 2.736 -3.818
17 H 1.116 2.045 -2.258
18 H -1.511 1.988 -1.851
19 H -1.544 3.223 -3.128
20 H -1.474 4.399 -1.067
21 H 0.132 4.549 -1.779
22 H 0.141 3.920 0.603
23 H 0.809 2.714 -0.271
24 C -1.152 -5.532 1.003
25 O 0.029 -5.022 0.406
26 P 0.067 -3.394 0.087
27 O 1.634 -3.277 -0.212
28 C 2.499 -2.840 0.859
29 O -0.495 -3.364 -1.442
30 C 0.175 -4.069 -2.484
31 H -0.900 -6.491 1.453
32 H -1.936 -5.680 0.255
33 H -1.525 -4.859 1.780
34 H 3.184 -2.102 0.451
35 H 3.045 -3.700 1.247
36 H 1.936 -2.384 1.678
37 H -0.479 -4.046 -3.354
38 H 0.363 -5.104 -2.194
39 H 1.121 -3.585 -2.723
40 C -7.336 1.147 -0.442
41 N -6.137 0.564 -1.028
42 C -5.749 1.182 -2.283
43 C -5.157 0.043 -0.221
44 S -3.538 0.289 -0.504
45 N -5.616 -0.687 0.836
46 C -6.776 -1.556 0.698
47 C -4.681 -1.109 1.865
48 H -7.307 2.236 -0.548
49 H -7.400 0.915 0.617
50 H -8.234 0.779 -0.944
51 H -6.643 1.300 -2.895
52 H -5.035 0.548 -2.802
53 H -5.283 2.159 -2.125
54 H -7.242 -1.421 -0.274
55 H -7.514 -1.358 1.479
56 H -6.462 -2.600 0.782
57 H -4.049 -0.278 2.165
58 H -4.035 -1.919 1.512
59 H -5.251 -1.451 2.728

Partial atomic charges computed with the Mulliken method, in multiples of e:
1. Cs 1.305
2. Se -0.753
3. Se -0.270
4. Se -0.169
5. Se -0.649
6. N -0.015
7. C -0.879
8. C -0.301
9. C 0.198
10. C -0.874
11. N -0.237
12. H -0.019
13. H 0.015
14. H 0.369
15. H 0.380
16. H 0.318
17. H 0.021
18. H -0.260
19. H 0.339
20. H 0.405
21. H 0.290
22. H 0.179
23. H 0.103
24. C -0.755
25. O -0.388
26. P 0.401
27. O -0.368
28. C -0.378
29. O -0.166
30. C -0.736
31. H 0.229
32. H 0.254
33. H 0.338
34. H 0.105
35. H 0.272
36. H 0.160
37. H 0.252
38. H 0.330
39. H 0.273
40. C -1.141
41. N 0.147
42. C -1.054
43. C -0.157
44. S -0.353
45. N 0.198
46. C -1.135
47. C -1.100
48. H 0.393
49. H 0.391
50. H 0.300
51. H 0.320
52. H 0.341
53. H 0.366
54. H 0.373
55. H 0.300
56. H 0.409
57. H 0.352
58. H 0.412
59. H 0.319

=====

No. 3
The following is a quantum chemistry calculation of 4 unconnected molecules or ions with the total composition C12H33IN3O3, from the OMol25 dataset.

Properties
- ΔE to the lowest compared entry with this formula, charge and spin (kcal/mol) = 47.7
- total charge = -1
- molar mass (u) = 394.32
- spin multiplicity = 1
- HOMO (eV) = -4.235
- Kohn-Sham gap (eV) = 7.247
- energy (Eh) = -1164.6741

Cartesian coordinates (Å):
1 I 3.152 28.658 6.934
2 C 4.365 32.724 7.483
3 C 5.628 32.335 6.711
4 C 6.655 31.551 7.573
5 O 7.798 31.049 6.783
6 C 8.948 30.628 7.565
7 N 5.154 31.488 5.619
8 H 4.636 33.359 8.327
9 H 3.908 31.796 7.825
10 H 3.566 33.181 6.899
11 H 6.128 33.190 6.256
12 H 6.240 30.659 8.042
13 H 7.106 32.185 8.335
14 H 9.752 30.086 7.067
15 H 8.621 29.985 8.382
16 H 9.464 31.499 7.970
17 H 4.414 30.866 5.913
18 H 4.676 32.130 5.004
19 C 0.889 26.160 1.987
20 C 1.406 27.156 2.961
21 C 1.029 28.635 2.641
22 O 1.634 29.023 1.439
23 C 1.267 30.414 1.090
24 N 0.858 26.901 4.296
25 H 1.224 26.412 0.981
26 H -0.197 26.128 2.079
27 H 1.275 25.160 2.184
28 H 2.490 27.070 3.027
29 H 1.236 29.314 3.469
30 H -0.030 28.817 2.456
31 H 1.849 30.687 0.210
32 H 1.588 31.096 1.877
33 H 0.207 30.572 0.890
34 H 1.173 27.545 5.006
35 H 1.225 26.007 4.591
36 C 6.280 26.221 4.617
37 C 6.578 27.662 4.169
38 C 5.464 28.182 3.229
39 O 5.643 29.578 3.058
40 C 4.604 30.080 2.240
41 N 6.636 28.355 5.445
42 H 6.865 25.887 5.474
43 H 6.697 25.552 3.863
44 H 5.235 26.119 4.907
45 H 7.570 27.674 3.717
46 H 4.441 28.019 3.569
47 H 5.662 27.713 2.266
48 H 4.573 29.611 1.256
49 H 4.835 31.109 1.964
50 H 3.665 30.071 2.792
51 H 5.821 28.069 5.969
52 H 7.401 27.887 5.910

Partial atomic charges computed with the Mulliken method, in multiples of e:
1. I -0.775
2. C -1.314
3. C 0.129
4. C -0.688
5. O -0.291
6. C -0.847
7. N -0.230
8. H 0.371
9. H 0.323
10. H 0.375
11. H 0.304
12. H 0.265
13. H 0.447
14. H 0.273
15. H 0.313
16. H 0.335
17. H -0.076
18. H 0.212
19. C -1.587
20. C 1.467
21. C -0.863
22. O -0.340
23. C -0.846
24. N -0.795
25. H 0.291
26. H 0.363
27. H 0.395
28. H -0.277
29. H 0.380
30. H 0.446
31. H 0.276
32. H 0.355
33. H 0.320
34. H 0.182
35. H 0.290
36. C -1.530
37. C 0.114
38. C -0.360
39. O -0.352
40. C -0.763
41. N -0.359
42. H 0.452
43. H 0.439
44. H 0.305
45. H 0.446
46. H -0.162
47. H 0.357
48. H 0.385
49. H 0.395
50. H 0.189
51. H 0.068
52. H 0.198